Formula: C10H18INO5
Source: the OMol25 dataset
Level of theory: ωB97M-V with the def2-TZVPD basis set

- F_max (Eh/bohr) = 0.0129
- frontier orbital gap (eV) = 7.83

CARTESIAN COORDINATES (ANGSTROEM)
1 O -0.250 1.529 4.841
2 C -0.545 2.300 3.964
3 O -1.334 2.330 3.034
4 O 0.316 3.576 4.005
5 C 0.311 4.218 2.860
6 O -0.105 5.306 2.604
7 O 0.943 3.439 1.856
8 I 2.896 3.598 1.837
9 C -1.441 -2.410 -2.999
10 C -1.811 -2.422 -1.516
11 C -1.378 -1.221 -0.692
12 N 0.106 -1.041 -0.482
13 C 0.802 -2.335 -0.264
14 C 0.750 -0.280 -1.640
15 C 0.971 1.131 -1.124
16 C 1.324 0.897 0.338
17 C 0.322 -0.156 0.755
18 H -0.363 -2.392 -3.166
19 H -1.823 -3.308 -3.482
20 H -1.880 -1.550 -3.508
21 H -1.460 -3.345 -1.054
22 H -2.899 -2.456 -1.434
23 H -1.808 -1.316 0.304
24 H -1.739 -0.287 -1.125
25 H 0.792 -2.915 -1.183
26 H 0.301 -2.877 0.534
27 H 1.828 -2.119 0.019
28 H 1.693 -0.769 -1.874
29 H 0.092 -0.328 -2.501
30 H 0.053 1.717 -1.209
31 H 1.751 1.654 -1.672
32 H 1.216 1.785 0.945
33 H 2.347 0.530 0.439
34 H -0.630 0.301 1.012
35 H 0.653 -0.784 1.577